1.
65
Properties=species:S:1:pos:R:3:nbo_charge:R:1 method="wB97M-V/def2-TZVPD" e_lumo_ev="-3.75 / -7.41" spin_multiplicity=5 homo_ev="-11.481 / -12.644" s_squared=6.046 e_tot_ev=-101702.2167 relative_energy_kj_mol=174.81 total_charge=+1 homo_lumo_gap_ev="7.73 / 5.23"
Pd 0.498 0.497 -0.013 0.996
S -0.768 -1.369 1.485 2.216
S -1.822 -3.359 0.292 2.220
P -1.762 2.048 -0.457 1.366
F -1.341 -5.287 2.018 -0.294
F 2.974 3.800 0.562 -0.328
F -2.817 -5.820 0.547 -0.288
F 5.188 1.232 2.944 -0.258
F -0.732 -5.711 -0.005 -0.310
F 5.107 -2.469 0.098 -0.288
F -2.210 -2.523 3.452 -0.284
F -1.399 -0.581 3.882 -0.306
F 2.554 4.928 -1.229 -0.301
F -3.103 -0.724 2.614 -0.302
F 3.976 3.306 -1.283 -0.302
O 0.387 -0.692 2.017 -0.938
O 0.539 3.117 -0.691 -0.700
O -1.397 -0.566 0.440 -1.009
O -2.946 -2.780 0.952 -0.932
O 1.931 1.559 -1.410 -0.671
O -1.753 -3.271 -1.128 -0.929
N -0.467 -2.802 0.996 -1.178
N 1.265 -1.341 -1.237 -0.448
C 5.161 -0.636 1.526 -0.346
C 0.735 -3.239 -2.540 -0.121
C 1.821 -3.898 -1.989 -0.172
C 2.597 0.038 0.781 0.023
C -1.973 -1.336 2.940 0.769
C 2.822 3.710 -0.773 0.892
C 2.648 -3.243 -1.092 -0.123
C -1.299 1.496 -3.106 -0.618
C 3.151 -1.121 0.221 0.006
C 4.470 -1.414 0.616 0.446
C -1.812 2.625 -2.211 -0.749
C -0.789 2.782 2.010 -0.587
C -1.649 3.335 0.870 -0.754
C -1.685 -5.168 0.748 0.755
C 4.536 0.473 2.072 0.569
C 3.234 0.819 1.708 -0.378
C 0.488 -1.939 -2.116 0.114
C 2.355 -1.926 -0.718 0.159
C -4.565 2.202 -0.376 -0.611
C -3.400 1.237 -0.187 -0.762
C 1.655 2.704 -1.027 0.698
H -3.483 0.389 -0.865 0.255
H -0.259 1.255 -2.869 0.225
H -4.477 3.080 0.259 0.210
H 3.501 -3.756 -0.675 0.252
H -0.594 3.561 2.746 0.244
H -4.665 2.527 -1.407 0.211
H -1.287 1.954 2.515 0.215
H -5.476 1.680 -0.096 0.245
H -2.844 2.861 -2.468 0.246
H 2.787 1.693 2.167 0.262
H -3.410 0.832 0.823 0.262
H -1.198 4.231 0.450 0.272
H -2.649 3.561 1.241 0.246
H 2.025 -4.920 -2.265 0.248
H -0.357 -1.377 -2.501 0.231
H 0.073 -3.710 -3.246 0.254
H -1.343 1.801 -4.149 0.241
H 0.185 2.430 1.622 0.193
H 6.168 -0.901 1.815 0.274
H -1.198 3.517 -2.319 0.269
H -1.905 0.598 -2.983 0.205

---

2.
13
Properties=species:S:1:pos:R:3:nbo_charge:R:1 method="wB97M-V/def2-TZVPD" e_lumo_ev=0.75 homo_ev=-9.989 smiles="O=C1NO[C@H]2C[C@@H]2O1" e_tot_ev=-11854.2964 relative_energy_kj_mol=743.39 total_charge=0 homo_lumo_gap_ev=10.74
O 0.930 -1.332 0.174 -0.472
O -0.156 1.441 -0.062 -0.321
O 3.050 -0.388 -0.064 -0.560
N 1.231 1.212 -0.108 -0.370
C -0.615 0.362 0.438 0.039
C -1.832 -0.473 -0.098 -0.401
C 1.807 -0.147 0.038 0.837
C -0.297 -0.832 -0.277 -0.001
H -2.275 -0.166 -1.194 0.240
H 1.740 1.937 0.295 0.404
H -0.176 -0.481 -1.308 0.168
H -2.770 -1.105 0.583 0.254
H -0.637 -0.027 1.583 0.183

---

3.
22
Properties=species:S:1:pos:R:3:nbo_charge:R:1 method="wB97M-V/def2-TZVPD" e_lumo_ev=0.15 homo_ev=-8.964 e_tot_ev=-38298.7699 relative_energy_kj_mol=107.35 total_charge=0 homo_lumo_gap_ev=9.12
S 1.627 0.346 -3.213 -0.479
S -1.504 1.282 -1.854 -0.466
P 0.076 0.200 -2.056 1.233
N 1.526 2.249 -0.047 -1.069
N 0.064 -1.085 -1.026 -0.775
C -1.787 0.387 2.032 -0.618
C 1.152 -2.050 -0.952 -0.403
C -0.584 -0.090 1.142 -0.464
C -0.960 -1.100 0.039 -0.223
H 0.184 -0.550 1.738 0.198
H 1.759 -1.904 -1.774 0.229
H -1.993 -0.988 -0.477 0.228
H 1.924 2.719 0.851 0.364
H -1.813 1.486 1.866 0.217
H 0.938 3.022 -0.413 0.371
H -0.997 -2.179 0.321 0.202
H 2.244 2.153 -0.660 0.363
H -1.574 0.135 3.077 0.209
H 1.707 -1.724 -0.110 0.202
H 0.711 -3.089 -0.950 0.204
H -2.747 -0.032 1.793 0.210
H 0.046 0.812 0.675 0.268

---

4.
11
Properties=species:S:1:pos:R:3:nbo_charge:R:1 method="wB97M-V/def2-TZVPD" e_lumo_ev=0.83 homo_ev=-9.255 e_tot_ev=-7659.7902 relative_energy_kj_mol=257.16 total_charge=0 homo_lumo_gap_ev=10.08
N -3.367 0.581 0.170 -0.730
N 0.941 -0.446 -0.508 -0.672
N 0.699 -2.878 0.065 -0.394
C 1.536 0.681 0.262 -0.391
C 0.919 -1.770 -0.167 0.418
C -2.567 -0.062 -0.363 0.295
H 0.551 -0.324 -1.446 0.420
H 2.311 1.167 -0.407 0.198
H -3.794 1.283 0.684 0.435
H 1.982 0.377 1.258 0.225
H 0.789 1.391 0.453 0.196

---

5.
32
Properties=species:S:1:pos:R:3:nbo_charge:R:1 method="wB97M-V/def2-TZVPD" e_lumo_ev="3.32 / 3.32" spin_multiplicity=3 homo_ev="0.579 / -4.990" s_squared=2.005 e_tot_ev=-53559.6885 total_charge=-1 homo_lumo_gap_ev="2.74 / 8.31"
Ni 0.271 -1.074 -1.952 0.607
N -0.110 -2.525 -0.582 -1.064
N -1.097 1.293 1.277 -0.444
N 0.964 0.199 0.893 -0.456
N -0.646 0.306 -0.790 -0.914
C 1.246 -0.105 2.288 -0.743
C 1.948 -0.206 -0.090 -0.410
C -0.244 0.625 0.495 0.603
C 0.522 -0.277 -3.451 -0.868
C -0.625 2.084 2.411 -0.723
C -2.442 1.594 0.827 -0.473
H -1.346 2.895 2.574 0.200
H 0.685 -2.301 -2.783 -0.146
H 2.302 0.672 -0.652 0.202
H -0.107 -3.446 -1.042 0.388
H -2.972 2.112 1.626 0.214
H 2.779 -0.668 0.451 0.205
H 0.349 -0.439 2.830 0.192
H 1.462 0.203 -2.968 0.175
H 0.355 2.529 2.218 0.196
H -2.981 0.661 0.583 0.204
H -0.823 -1.836 -2.795 -0.327
H -0.584 1.489 3.333 0.184
H -0.388 0.365 -3.676 0.186
H -1.511 0.719 -1.007 0.359
H 1.695 0.752 2.813 0.183
H 0.552 -2.595 0.194 0.363
H 0.744 -0.986 -4.294 0.185
H 1.497 -0.953 -0.810 0.158
H -1.037 -2.403 -0.163 0.385
H -2.437 2.239 -0.072 0.182
H 1.980 -0.922 2.317 0.197

---

6.
13
Properties=species:S:1:pos:R:3:nbo_charge:R:1 method="wB97M-V/def2-TZVPD" e_lumo_ev=-4.70 homo_ev=-13.043 e_tot_ev=-76794.7258 relative_energy_kj_mol=260.67 total_charge=+1 homo_lumo_gap_ev=8.34
Br 2.537 -0.233 -0.873 0.100
O 2.714 1.901 0.482 -0.624
N -1.118 -0.323 1.258 -0.599
C 1.788 1.236 -0.110 0.043
C -0.973 -0.108 0.018 0.364
C -1.075 -1.116 -0.963 -0.736
H -0.095 -1.392 -1.454 0.317
H -1.288 -1.993 -0.486 0.235
H -1.295 -1.230 1.611 0.427
H 2.402 2.776 0.651 0.517
H -0.783 0.418 1.796 0.432
H -0.991 0.914 -0.197 0.233
H -1.822 -0.850 -1.733 0.290